--- 1 ---
# C3H5N3S

One molecule with the formula C3H5N3S (wB97M-V/def2-TZVPD, OMol25).

Geometry as XYZ:
```
12
Properties=species:S:1:pos:R:3
N 2.1704 0.2907 -0.4990
C 0.8299 -0.1170 -0.1070
C 0.1658 -1.3268 0.3124
N -1.2336 -1.0196 0.3667
C -1.3649 0.2019 0.0362
S -2.9323 0.9052 -0.1836
N -0.2425 0.8109 -0.3227
H 2.4320 0.0354 -1.4764
H 3.0138 -0.0648 0.0743
H 0.5517 -2.2019 0.6602
H -3.3313 0.5719 1.1980
H -0.0590 1.9142 -0.0590
```

Calculated values
HOMO ... -0.308 hartree
Kohn-Sham gap ... 9.07 eV
Total charge ... 0
LUMO level ... 0.694 eV
Structure (SMILES) ... Nc1cnc(S)[nH]1

--- 2 ---
# C3H5N3S

A 2-piece molecular cluster, C3H5N3S overall (wB97M-V/def2-TZVPD, OMol25).

Geometry as XYZ:
```
12
Properties=species:S:1:pos:R:3
N -2.4552 -1.3825 -0.9784
N -2.7245 -0.4590 -0.4105
S -3.3002 0.8411 0.0898
C 1.6210 -1.4135 -0.3714
C 1.1872 -0.1627 -0.1765
N 0.3394 0.2351 0.7614
C 0.0120 1.4553 0.8482
H 1.1719 -2.3891 0.0033
H 2.5262 -1.4718 -1.0304
H 1.6361 0.6916 -0.6757
H -0.5464 1.8044 1.7071
H 0.5324 2.2511 0.2330
```

Calculated values
HOMO ... -0.339 hartree
Kohn-Sham gap ... 9.56 eV
Total charge ... 0
LUMO level ... 0.340 eV
Structure (SMILES) ... N#[N+][S-].C=CN=C

Name the least stable of them. 2.

--- 1 ---
# CH2INO

One molecule with the formula CH2INO (wB97M-V/def2-TZVPD, OMol25).

Geometry as XYZ:
```
6
Properties=species:S:1:pos:R:3
N -0.4097 0.1583 -0.0370
C -1.5160 0.8290 -0.0500
O -1.4247 2.4174 -0.0005
I -3.2850 -0.1769 0.0040
H 0.4279 0.6365 -0.0045
H -0.5756 -0.8362 0.3458
```

Calculated values
HOMO ... -0.342 hartree
Kohn-Sham gap ... 9.46 eV
Total charge ... 0
LUMO level ... 0.147 eV
Structure (SMILES) ... NC(=O)I

--- 2 ---
# CH2INO

One molecule with the formula CH2INO (wB97M-V/def2-TZVPD, OMol25).

Geometry as XYZ:
```
6
Properties=species:S:1:pos:R:3
O 1.2549 -1.6280 -0.1556
C 0.7683 -0.5292 -0.0277
N -0.4203 0.1274 0.0337
I -2.7622 0.5339 0.0737
H 1.4875 0.4324 -0.0307
H -0.3282 1.0636 0.1065
```

Calculated values
HOMO ... -0.373 hartree
Kohn-Sham gap ... 7.52 eV
Total charge ... 0
LUMO level ... -2.636 eV
Structure (SMILES) ... O=CNI

Name the least stable of them. 1.

--- 1 ---
# C5H7Cl

C5H7Cl as an isolated structure (wB97M-V/def2-TZVPD, OMol25).

Geometry as XYZ:
```
13
Properties=species:S:1:pos:R:3
C 1.3174 0.4930 2.2826
C 0.8565 0.6852 0.7874
C 0.1170 -0.0172 -0.0619
C -0.6425 -1.3478 0.1254
C -1.3760 -1.9847 -0.7904
H 0.1633 -0.0368 3.2600
H 1.4245 1.7844 2.7414
H 2.3380 -0.3237 2.5012
H 1.2885 1.5743 0.4052
H -0.6927 -1.7005 1.1272
H -2.2816 -2.5884 -0.2784
H -1.1976 -1.5636 -1.8451
Cl -0.1575 0.9343 -1.2924
```

Calculated values
HOMO ... -0.319 hartree
Kohn-Sham gap ... 9.07 eV
Total charge ... 0
LUMO level ... 0.397 eV

--- 2 ---
# C5H7Cl

C5H7Cl as an isolated structure (wB97M-V/def2-TZVPD, OMol25).

Geometry as XYZ:
```
13
Properties=species:S:1:pos:R:3
C 0.3720 0.2114 0.6964
C -0.7539 0.6423 0.0448
C -0.5346 0.2979 -1.4025
C -1.5560 -0.6796 -2.1007
C -0.1106 -1.1404 -1.8040
H 1.0753 -0.2154 -0.0165
H -1.5202 1.3131 0.6345
H -0.3183 0.8899 -2.3118
H -2.7389 -0.8989 -1.4233
H -1.5637 -0.2335 -3.2801
H 0.0071 -2.0750 -1.0171
H 0.1956 -1.6461 -2.8111
Cl 1.1977 0.4045 2.2130
```

Calculated values
HOMO ... -0.334 hartree
Kohn-Sham gap ... 10.04 eV
Total charge ... 0
LUMO level ... 0.944 eV

--- 3 ---
# C5H7Cl

One molecule with the formula C5H7Cl (wB97M-V/def2-TZVPD, OMol25).

Geometry as XYZ:
```
13
Properties=species:S:1:pos:R:3
C 0.8437 1.8440 -0.7190
C 0.1311 1.0241 0.0393
C -0.1944 0.4840 1.3428
C -1.0429 -0.1274 0.1695
C -0.6700 -1.4021 -0.4789
Cl -2.6222 0.4062 -0.0732
H 0.5212 2.1670 -1.7483
H 1.7071 2.3846 -0.1317
H 0.5541 -0.2550 1.6087
H -0.5921 1.0574 2.1625
H 0.2995 -1.5018 -0.1632
H -0.8706 -1.4779 -1.5236
H -1.2665 -2.1626 -0.1399
```

Calculated values
HOMO ... -0.323 hartree
Kohn-Sham gap ... 9.73 eV
Total charge ... 0
LUMO level ... 0.936 eV
Structure (SMILES) ... C=C1C[C@@]1(C)Cl

--- 4 ---
# C5H7Cl

One molecule with the formula C5H7Cl (wB97M-V/def2-TZVPD, OMol25).

Geometry as XYZ:
```
13
Properties=species:S:1:pos:R:3
C 0.4026 1.9034 -1.0139
C -0.4294 1.1650 -1.7467
C -0.6072 -0.2935 -1.6325
C -0.6945 -1.0020 -0.5022
C -0.6981 -0.4490 0.8850
Cl 0.9064 -0.6312 1.6933
H 1.0380 1.4952 -0.2683
H 0.4991 2.9515 -1.1868
H -1.0112 1.6360 -2.5382
H -0.6879 -0.8349 -2.5871
H -0.7600 -2.1030 -0.5742
H -0.9154 0.6158 0.9025
H -1.4113 -0.9740 1.5278
```

Calculated values
HOMO ... -0.342 hartree
Kohn-Sham gap ... 10.06 eV
Total charge ... 0
LUMO level ... 0.763 eV
Structure (SMILES) ... C=C/C=C\CCl

Name the least stable of them. 1.